1.
The following is a DFT calculation (ωB97M-V/def2-TZVPD) of a molecular structure, C4H11CeO3.

Output
Charge: +1
Max |F| (eV/A): 2.988
2S+1: 3
<S²>: 2.001
Energy (eV): -23389.7045
Highest occupied orbital energy (alpha / beta) (eV): -9.088 / -13.492

CARTESIAN COORDINATES (ANGSTROEM)
O  -0.147  1.820  -0.775
C  -1.420  1.815  -0.222
C  -1.743  0.448  0.367
O  -1.471  -0.533  -0.635
C  -1.634  -1.866  -0.186
Ce  0.563  0.139  -1.946
H  -2.212  2.078  -0.953
H  -1.518  2.552  0.600
H  -2.795  0.371  0.682
H  -1.079  0.246  1.226
H  -2.671  -2.036  0.136
H  -1.403  -2.532  -1.026
H  -0.957  -2.078  0.657
O  2.057  0.082  0.094
H  1.709  0.891  0.641
C  3.416  -0.270  0.299
H  3.515  -1.343  0.092
H  4.075  0.282  -0.388
H  3.714  -0.066  1.338

Forces on the atoms, in the same order (eV/Å):
O 0.40 -0.71 -0.43
C -1.01 0.25 0.57
C -0.11 0.41 0.62
O 0.38 0.26 -0.57
C -0.23 -0.73 0.28
Ce 0.02 0.46 0.18
H 0.40 -0.07 0.10
H 0.09 -0.22 -0.30
H 0.31 0.02 -0.04
H -0.26 0.02 -0.13
H 0.27 0.05 -0.11
H -0.06 0.14 0.24
H -0.17 0.05 -0.22
O -1.96 2.10 0.82
H 1.27 -2.04 -1.40
C 1.00 -0.07 0.39
H -0.07 0.30 0.14
H -0.21 -0.07 0.27
H -0.06 -0.15 -0.41

=====

2.
The following is a DFT calculation (ωB97M-V/def2-TZVPD) of a molecular structure, C4H11ClFPrSc.

Output
Charge: -1
Max |F| (eV/A): 2.707
2S+1: 3
<S²>: 2.010
Energy (eV): -54335.2688
Highest occupied orbital energy (alpha / beta) (eV): -3.462 / -3.380

CARTESIAN COORDINATES (ANGSTROEM)
Pr  0.255  -0.117  2.235
Cl  -0.333  1.866  0.551
C  -2.075  -0.292  2.568
H  -1.860  -0.770  3.549
H  -2.489  -0.916  1.862
H  -2.368  0.706  2.645
Sc  0.486  0.216  -0.970
C  2.472  0.748  -1.430
C  -0.797  0.023  -2.603
C  0.363  -1.423  0.275
H  -1.134  -1.004  -2.565
H  -1.591  0.738  -2.507
H  -0.141  0.216  -3.443
H  3.076  -0.073  -1.067
H  2.455  0.800  -2.515
H  2.709  1.689  -0.967
H  -0.483  -2.090  0.286
H  1.401  -1.720  0.500
F  0.054  1.401  3.596

Forces on the atoms, in the same order (eV/Å):
Pr 0.44 -0.92 1.09
Cl -0.34 1.29 -0.06
C 2.02 -0.73 1.64
H -0.67 0.11 -0.19
H -1.42 -1.29 -1.38
H -0.91 1.40 0.18
Sc -0.51 -0.19 -0.29
C 0.46 -0.02 -0.27
C -0.13 -0.16 -0.64
C 0.40 0.29 -0.32
H -0.29 -0.28 -0.26
H -0.63 0.34 -0.30
H -0.13 0.03 -0.63
H 0.60 -0.15 -0.02
H 0.42 0.11 -0.27
H 0.49 0.51 0.07
H 0.02 -0.87 0.12
H -0.08 -0.81 0.08
F 0.26 1.34 1.44

=====

3.
The following is a DFT calculation (ωB97M-V/def2-TZVPD) of a molecular structure, C4H11ClN2O2V.

Output
Max |F| (eV/A): 0.607
2S+1: 2
<S²>: 0.894
Energy (eV): -49611.3323
Highest occupied orbital energy (alpha / beta) (eV): -6.694 / -5.989

CARTESIAN COORDINATES (ANGSTROEM)
V  0.080  -0.546  -0.316
N  -1.408  -1.644  0.905
C  -1.791  -2.929  0.265
C  -1.896  -2.724  -1.239
C  -0.521  -2.237  -1.722
O  0.438  -3.003  -1.580
O  -0.438  -1.016  -2.165
H  -1.093  -1.793  1.859
H  -2.233  -1.055  0.987
H  -2.719  -3.325  0.687
H  -0.989  -3.641  0.453
H  -2.675  -1.999  -1.487
H  -2.135  -3.672  -1.722
N  -1.163  1.296  -0.769
H  -1.655  1.857  -0.085
H  -1.835  0.938  -1.443
H  -0.548  1.915  -1.291
Cl  1.036  0.281  1.888
C  1.897  -0.835  0.669
H  2.108  -1.733  1.248
H  2.832  -0.324  0.443

Forces on the atoms, in the same order (eV/Å):
V -0.09 -0.20 -0.04
N -0.05 0.06 -0.01
C -0.02 -0.05 0.01
C 0.09 0.09 -0.14
C -0.22 -0.44 0.35
O 0.06 0.16 -0.02
O -0.05 0.26 -0.38
H 0.06 -0.01 -0.03
H -0.01 -0.02 0.01
H 0.00 0.01 0.01
H 0.00 0.00 0.02
H 0.00 -0.01 0.01
H -0.01 0.00 0.01
N 0.20 -0.13 -0.04
H 0.08 0.01 0.06
H 0.02 -0.02 -0.01
H -0.03 0.07 0.04
Cl -0.05 0.09 0.17
C 0.03 0.24 0.12
H 0.00 -0.07 -0.11
H -0.01 -0.01 -0.03

=====

4.
The following is a DFT calculation (ωB97M-V/def2-TZVPD) of a gas-phase ion, C4H11ClN2OP (charge +1).

Output
Charge: +1
Max |F| (eV/A): 4.428
Energy (eV): -31157.1027
Structure (SMILES): OP(Cl)[NH+]1CCNCC1
Highest occupied orbital energy (eV): -13.153

CARTESIAN COORDINATES (ANGSTROEM)
O  -0.464  -0.653  2.453
P  -1.410  0.578  1.660
Cl  -3.449  -0.149  1.598
N  -0.829  0.865  -0.036
C  -0.967  -0.348  -0.929
C  0.261  -1.411  -0.705
N  1.632  -0.786  -0.837
C  1.801  0.452  0.015
C  0.542  1.502  -0.023
H  -0.998  -1.516  2.332
H  -1.495  1.598  -0.425
H  -1.998  -0.911  -0.720
H  -0.986  -0.006  -2.072
H  0.219  -2.010  0.304
H  0.162  -2.225  -1.569
H  1.917  -0.636  -1.834
H  2.735  1.039  -0.440
H  2.125  0.206  1.137
H  0.597  2.283  -0.901
H  0.605  2.130  0.991

Forces on the atoms, in the same order (eV/Å):
O -3.37 -0.01 -2.87
P -0.07 0.14 4.31
Cl 2.14 0.08 -0.62
N -0.91 -0.93 -1.95
C -0.19 -2.30 -1.98
C 0.30 -0.69 -0.98
N -1.30 0.90 0.43
C 1.18 0.56 -0.44
C 2.02 1.58 1.09
H 1.37 1.37 0.47
H 0.76 -0.97 0.82
H 2.18 1.52 -0.32
H 0.17 -0.62 2.56
H -0.12 1.45 -1.86
H 0.09 1.82 1.93
H -0.59 -0.04 1.41
H -2.15 -1.15 1.08
H -1.13 0.29 -2.48
H -0.14 -1.82 1.60
H -0.24 -1.19 -2.19

=====

5.
The following is a DFT calculation (ωB97M-V/def2-TZVPD) of 2 unconnected molecules or ions with the total composition C4H11ClNPS2.

Output
Max |F| (eV/A): 6.122
Energy (eV): -49297.1348
Highest occupied orbital energy (alpha / beta) (eV): -8.251 / -8.113

CARTESIAN COORDINATES (ANGSTROEM)
C  1.723  -0.649  1.579
C  1.894  1.411  -0.662
C  0.869  -0.721  0.314
C  0.639  0.722  -0.163
N  -3.594  -0.075  -1.139
P  -2.231  -0.001  -0.194
S  -2.453  0.616  1.631
S  -0.671  0.718  -1.466
Cl  -2.302  -3.427  -1.293
H  2.603  -0.037  1.445
H  1.190  -0.080  2.447
H  2.048  -1.589  1.832
H  1.445  2.311  -1.137
H  2.422  0.847  -1.430
H  2.577  1.619  0.199
H  -0.063  -1.177  0.645
H  1.419  -1.174  -0.542
H  0.178  1.333  0.613
H  -4.345  -0.236  -0.593
H  -3.350  -0.411  -2.086

Forces on the atoms, in the same order (eV/Å):
C -1.09 3.07 0.52
C -0.81 0.85 -0.15
C 0.83 1.44 0.28
C -0.53 -0.97 0.61
N 5.82 1.11 -1.54
P -0.46 1.02 -0.68
S 0.39 -0.93 -1.36
S -0.96 -0.75 0.72
Cl 0.12 1.23 0.41
H 0.45 0.02 -0.28
H 0.53 -1.42 -1.39
H 0.55 -2.20 1.08
H 1.23 0.05 0.35
H 0.00 -0.14 0.04
H -0.68 0.14 -0.94
H 0.03 -0.51 -0.77
H -0.74 -0.53 0.81
H 0.19 0.00 0.22
H -3.63 -1.15 1.26
H -1.24 -0.34 0.82

=====

6.
The following is a DFT calculation (ωB97M-V/def2-TZVPD) of 2 unconnected molecules or ions with the total composition C4H11ClS2Si.

Output
Max |F| (eV/A): 4.915
2S+1: 3
<S²>: 2.010
Energy (eV): -46392.9331
Highest occupied orbital energy (alpha / beta) (eV): -6.203 / -8.501

CARTESIAN COORDINATES (ANGSTROEM)
C  0.769  -1.299  -1.019
C  1.297  1.190  -0.453
C  0.934  -0.692  1.440
C  0.478  -0.147  0.051
Si  -1.416  0.394  -0.066
S  -2.208  2.363  0.740
S  -2.358  -0.059  -2.025
Cl  -2.483  -1.661  1.737
H  0.732  -0.972  -2.105
H  1.609  -1.782  -0.716
H  -0.088  -1.937  -0.786
H  0.963  1.326  -1.469
H  2.291  0.812  -0.506
H  1.275  2.141  0.019
H  0.878  -0.020  2.309
H  0.483  -1.653  1.833
H  2.021  -0.861  1.432
H  -2.430  1.737  1.957
H  -2.748  1.119  -2.375

Forces on the atoms, in the same order (eV/Å):
C -4.08 2.74 -0.23
C -0.89 -2.89 -0.20
C 0.16 -0.29 0.86
C 0.78 1.92 -0.91
Si -0.02 -3.47 1.14
S 0.11 0.71 0.50
S 0.81 -0.86 0.81
Cl 0.36 0.67 -0.51
H 0.21 -0.38 1.46
H 2.72 -1.36 0.46
H 0.20 -0.68 -0.63
H -0.04 0.21 -0.52
H 1.16 0.17 -0.06
H -0.32 0.57 1.09
H -0.60 0.33 -0.48
H 0.06 1.06 -1.06
H -0.08 -0.12 -0.56
H -0.11 0.16 -0.78
H -0.39 1.50 -0.38

=====

7.
The following is a DFT calculation (ωB97M-V/def2-TZVPD) of a molecular structure, C4H11CuO3.

Output
Charge: +1
Max |F| (eV/A): 5.245
2S+1: 2
<S²>: 0.763
Energy (eV): -55095.5160
Highest occupied orbital energy (alpha / beta) (eV): -12.799 / -12.795

CARTESIAN COORDINATES (ANGSTROEM)
C  -3.057  -2.995  3.386
O  -3.605  -1.978  4.221
C  -2.860  -1.688  5.366
C  -3.654  -0.820  6.311
O  -4.550  -1.609  7.053
C  -5.204  -0.895  8.071
H  -3.344  -3.758  2.638
H  -3.162  -3.863  4.075
H  -1.928  -1.154  5.091
H  -2.560  -2.614  5.895
H  -4.212  -0.052  5.744
H  -2.947  -0.295  6.981
H  -5.888  -1.588  8.576
H  -4.482  -0.509  8.812
H  -5.774  -0.042  7.663
Cu  -1.310  -2.222  2.268
O  -2.445  -1.820  0.888
H  -2.438  -2.225  0.016
H  -3.385  -2.240  1.545

Forces on the atoms, in the same order (eV/Å):
C 0.04 -1.23 4.10
O -0.66 -0.60 -4.19
C 1.29 -0.17 1.47
C -0.41 0.39 0.15
O 0.38 -0.40 -0.48
C -0.24 0.39 0.47
H -1.77 1.92 -1.46
H 2.03 0.09 0.56
H -0.42 -0.15 -0.04
H -0.17 0.22 -0.25
H 0.24 -0.10 0.07
H -0.11 -0.17 -0.18
H 0.19 0.22 -0.21
H -0.17 -0.09 -0.19
H 0.10 -0.25 0.11
Cu 0.89 -0.56 1.72
O -4.60 -0.93 1.96
H -0.29 -0.23 -0.26
H 3.67 1.65 -3.36

=====

8.
The following is a DFT calculation (ωB97M-V/def2-TZVPD) of a molecular structure, C4H11CuO3.

Output
Charge: +1
Max |F| (eV/A): 2.151
2S+1: 2
<S²>: 0.755
Energy (eV): -55099.5235
Highest occupied orbital energy (alpha / beta) (eV): -13.987 / -13.665

CARTESIAN COORDINATES (ANGSTROEM)
O  -1.255  2.131  0.056
C  -2.333  1.260  0.196
C  -1.975  -0.143  -0.284
O  -0.696  -0.485  0.279
C  -0.297  -1.828  0.037
Cu  0.286  1.162  0.353
H  -3.210  1.587  -0.393
H  -2.671  1.191  1.249
H  -1.877  -0.173  -1.382
H  -2.719  -0.886  0.038
H  0.696  -1.969  0.476
H  -1.017  -2.515  0.501
H  -0.243  -2.019  -1.044
O  2.046  1.116  -0.186
H  2.343  1.672  -0.930
C  3.049  0.156  0.181
H  3.283  -0.485  -0.677
H  3.946  0.678  0.530
H  2.645  -0.450  0.999

Forces on the atoms, in the same order (eV/Å):
O 0.69 -0.86 0.33
C -0.78 -0.50 0.39
C -0.69 0.02 -0.64
O -0.27 -0.04 0.49
C 0.29 -0.54 -0.27
Cu -1.64 1.36 -0.28
H 0.37 0.10 0.14
H 0.17 0.17 -0.31
H -0.03 -0.03 0.28
H 0.18 0.22 -0.09
H -0.29 0.00 -0.02
H 0.22 0.20 -0.08
H -0.06 0.04 0.25
O 1.40 0.39 -0.67
H -0.11 -0.29 0.39
C 0.73 -0.45 0.16
H -0.05 0.15 0.23
H -0.21 -0.16 -0.09
H 0.08 0.20 -0.21

=====

9.
The following is a DFT calculation (ωB97M-V/def2-TZVPD) of a molecular structure, C4H11F3N2P2.

Output
Max |F| (eV/A): 8.069
2S+1: 3
<S²>: 2.012
Energy (eV): -34033.8415
Highest occupied orbital energy (alpha / beta) (eV): -4.255 / -9.637

CARTESIAN COORDINATES (ANGSTROEM)
C  2.441  -2.162  -0.480
C  -0.744  2.326  0.957
C  -2.326  1.285  -0.614
C  -0.821  -1.604  -0.378
N  1.288  0.238  0.634
N  -1.079  1.201  0.110
F  3.611  -0.095  1.412
F  2.097  -1.694  2.101
F  0.280  0.079  -2.285
P  2.404  -0.961  0.701
P  -0.019  0.012  -0.197
H  3.243  -2.873  -0.334
H  2.407  -1.747  -1.477
H  -0.876  3.267  0.419
H  -1.399  2.327  1.835
H  0.292  2.232  1.278
H  -3.174  1.225  0.072
H  -2.385  2.229  -1.164
H  -2.378  0.472  -1.336
H  -1.569  -1.734  0.402
H  -1.271  -1.681  -1.364
H  -0.023  -2.342  -0.291

Forces on the atoms, in the same order (eV/Å):
C 1.27 -2.22 -1.52
C -0.01 -0.01 0.25
C -0.01 -0.02 -0.24
C 0.11 0.51 0.52
N 0.99 -2.60 0.31
N -0.20 0.28 -0.03
F -0.09 -1.41 -0.51
F 0.32 -0.44 -1.44
F -0.23 -0.02 1.84
P -0.73 6.95 4.04
P -0.30 -0.19 -3.04
H -0.33 -0.65 0.02
H -0.53 -0.05 -0.27
H 0.04 -0.05 -0.04
H 0.07 0.10 0.01
H -0.12 0.15 0.07
H -0.04 -0.02 0.00
H 0.00 -0.06 -0.03
H -0.13 0.08 -0.03
H 0.00 -0.27 0.10
H 0.09 0.11 -0.03
H -0.18 -0.16 0.02

=====

10.
The following is a DFT calculation (ωB97M-V/def2-TZVPD) of 2 unconnected molecules or ions with the total composition C4H11FO.

Output
Max |F| (eV/A): 2.271
Energy (eV): -9090.8387
Structure (SMILES): CCCCF.O
Highest occupied orbital energy (eV): -11.241

CARTESIAN COORDINATES (ANGSTROEM)
F  -0.491  2.784  1.272
C  0.429  -2.040  0.180
C  -0.990  1.538  1.103
C  -0.551  -0.798  0.357
C  0.066  0.484  0.916
H  -0.313  -2.822  -0.053
H  1.075  -2.400  0.998
H  1.053  -1.869  -0.713
H  -1.766  1.395  1.880
H  -1.503  1.600  0.123
H  -1.315  -1.117  1.092
H  -1.080  -0.476  -0.561
H  0.504  0.234  1.901
H  0.884  0.850  0.267
O  1.062  1.157  -3.021
H  1.877  1.276  -2.482
H  1.060  0.203  -3.260

Forces on the atoms, in the same order (eV/Å):
F 1.02 1.37 0.65
C -1.46 0.76 -1.17
C -1.42 -0.42 -1.72
C 0.54 -0.18 1.03
C 0.86 -0.66 1.23
H 0.76 -0.21 -0.07
H -0.55 0.72 0.00
H -0.12 -0.21 0.35
H 0.61 -0.46 -0.18
H -0.29 -0.17 0.35
H 0.09 0.13 -0.43
H 0.35 -0.87 0.09
H 0.12 0.20 -0.38
H -0.50 0.02 0.23
O 0.80 -0.88 0.35
H -0.86 -0.15 -0.59
H 0.05 1.02 0.26